Entry from the Open Molecules 2025 dataset: one molecule with the formula C6H12O (wB97M-V/def2-TZVPD).

Each atom is followed by the atoms it is bonded to, with distances in Å.
Cartesian coordinates (Å):
1 C -2.479 -0.694 0.322  C2 1.539, H8 1.093, H9 1.096, H10 1.094
2 C -1.088 -0.887 -0.308  C1 1.539, C3 1.533, H11 1.095, H12 1.099
3 C -0.018 0.100 0.172  C2 1.533, C4 1.542, C6 1.512, H13 1.098
4 C 1.367 -0.285 -0.387  C3 1.542, C5 1.526, H14 1.100, H15 1.097
5 C 2.529 0.397 0.328  C4 1.526, H16 1.095, H17 1.096, H18 1.095
6 C -0.322 1.520 -0.249  C3 1.512, O7 1.209, H19 1.116
7 O -0.092 2.502 0.418  C6 1.209
8 H -2.854 -1.639 0.722  C1 1.093
9 H -2.451 0.019 1.155  C1 1.096
10 H -3.219 -0.330 -0.398  C1 1.094
11 H -0.719 -1.892 -0.076  C2 1.095
12 H -1.152 -0.839 -1.405  C2 1.099
13 H 0.031 0.095 1.269  C3 1.098
14 H 1.399 -0.066 -1.465  C4 1.100
15 H 1.468 -1.374 -0.300  C4 1.097
16 H 3.487 0.087 -0.101  C5 1.095
17 H 2.534 0.128 1.391  C5 1.096
18 H 2.460 1.488 0.266  C5 1.095
19 H -0.745 1.623 -1.276  C6 1.116

Calculated values
Maximum force (eV/Å): 0.535
Energy above the lowest of the compared OMol25 structures with the same formula, charge and spin (kcal/mol): 11.7
Net charge: 0
SMILES: CCC(C=O)CC

Formally, the natural (NBO) partial charges of the atoms, in units of the elementary charge, are as follows: -0.622 -0.394 -0.331 -0.379 -0.611 0.452 -0.521 0.215 0.210 0.212 0.209 0.202 0.216 0.199 0.207 0.211 0.205 0.218 0.100